ORCA calculation (wB97M-V/def2-TZVPD) on a cluster of 2 separate species, C33H42ClF16N2O5S3 in total at a distorted geometry.

Last column: Mulliken charge in e.
Positions of all 102 atoms, in Å:
C 5.8975 3.5891 3.3855  -0.9911
C 5.8803 2.1153 2.7155  -0.5302
C 4.8209 1.9857 1.5110  -0.1941
C 5.4696 2.0470 0.0388  0.8571
C 6.7335 3.0683 -0.0184  -1.2322
O 4.4348 2.6493 -0.8437  -0.3349
C 3.9197 1.6764 -1.7372  -0.6623
O 4.3929 1.5854 -2.9055  -0.4810
C 2.7140 0.6845 -1.3998  1.1740
C 1.3178 1.2875 -1.0181  -0.2438
C 1.2284 2.8898 -1.0121  -0.0865
C 1.2337 3.3430 -2.5889  -0.5560
C -0.0342 4.2936 -2.9067  0.1376
F -0.9067 3.9318 -3.9808  -0.2955
C -0.3148 5.4720 -2.1275  0.2906
F 0.4363 6.6393 -2.4295  -0.1962
F -1.3379 5.4415 -1.1421  -0.1408
C 0.0979 0.3465 -0.7071  0.4865
C -1.2823 1.0743 -0.3761  -0.6564
C -1.3318 1.6930 1.1369  -0.5648
C -2.8274 1.7652 1.7169  0.5939
F -3.5758 2.5510 0.8109  -0.3015
F -3.3432 0.4169 1.5648  -0.2909
C -2.9596 2.0980 3.2657  0.5151
F -1.8011 1.5283 3.9087  -0.2716
F -4.0416 1.2789 3.7530  -0.3237
C -3.3107 3.5739 3.7217  0.5417
F -3.7431 3.4947 5.0922  -0.2778
F -4.5559 3.9192 3.0732  -0.2764
C -2.3268 4.7552 3.3856  0.5913
F -3.0183 5.9727 3.6917  -0.2460
F -2.1724 4.8010 1.9545  -0.1798
S -0.6403 4.8350 4.1321  1.2145
F -0.2010 5.9402 2.9192  -0.3427
F -1.1389 6.1624 5.0588  -0.3171
F -0.9614 3.8312 5.4027  -0.2786
F 0.0083 3.6406 3.1705  -0.2335
F 0.8793 5.0624 4.7795  -0.3042
N 0.2734 -1.1058 -0.7555  0.3145
C -0.9377 -1.9422 -0.4241  -1.3598
C -1.2229 -1.9861 1.1860  -0.1541
O -2.5696 -2.3775 1.5030  -0.3670
C -2.8955 -3.6908 0.9775  -0.3108
C -4.0065 -3.5849 -0.2162  -0.6037
C 1.5644 -1.6970 -1.1113  0.2840
N 1.6845 -3.1842 -1.1943  -0.5851
C 1.7873 -3.6696 0.0079  0.5203
S 1.9379 -4.0723 1.5977  -0.1568
C 2.8319 -0.8845 -1.4596  0.2079
C 4.2507 -1.4660 -1.8999  -0.3503
C 4.7844 -2.7099 -1.0394  -0.9046
C 4.9328 -2.4251 0.5386  -0.1595
Cl 6.7542 -2.2557 0.9037  -0.2040
H 5.0493 4.2695 3.0129  0.2831
H 6.9076 4.0890 3.1315  0.2763
H 5.7872 3.4620 4.5142  0.3025
H 5.5573 1.3745 3.5385  0.3672
H 6.9465 1.8109 2.4117  0.2948
H 4.1778 1.0419 1.6833  0.0678
H 4.0830 2.8730 1.6120  0.0728
H 5.7330 0.9986 -0.3400  -0.0880
H 6.6877 3.5419 -1.0642  0.4083
H 7.7249 2.5193 0.1296  0.3360
H 6.5749 3.9306 0.7245  0.2202
H 0.2559 3.3009 -0.5836  -0.5008
H 2.0886 3.3458 -0.4187  0.3395
H 2.2208 3.8911 -2.7651  0.3810
H 1.1377 2.3930 -3.2222  0.4364
H -2.1808 0.4200 -0.6226  0.3901
H -1.3442 1.9765 -1.0980  0.4800
H -0.6179 1.0578 1.7533  0.3522
H -0.9929 2.7850 1.0088  0.3069
H -1.8712 -1.6068 -1.0153  0.3311
H -0.7900 -3.0487 -0.7206  0.6980
H -0.8793 -1.0330 1.7198  0.0934
H -0.5393 -2.8285 1.5963  0.2666
H -3.4293 -4.2799 1.8176  0.3905
H -2.0030 -4.2875 0.5891  0.2050
H -4.4280 -2.5171 -0.3013  0.1977
H -4.8804 -4.3134 0.0316  0.3902
H -3.5701 -3.9278 -1.2145  0.0558
H 5.0903 -0.6976 -1.9500  0.2632
H 4.1154 -1.8561 -2.9824  0.3802
H 5.8530 -2.9308 -1.4241  0.5562
H 4.2006 -3.6862 -1.2442  0.2801
H 4.6266 -3.3986 1.0770  0.1854
H 4.3282 -1.5330 0.9081  0.2431
C -6.8064 -5.6929 -4.7130  -0.6069
C -7.1760 -6.9787 -3.9711  -0.5990
C -6.0131 -7.3202 -3.0374  -0.7072
S -5.2270 -5.7657 -2.6283  1.2587
O -3.8932 -5.7623 -3.1863  -0.6949
O -5.4810 -5.4524 -1.2383  -0.7041
C -6.2712 -4.7421 -3.6504  -0.7297
H -7.6639 -5.2666 -5.2372  0.3438
H -6.0279 -5.9044 -5.4532  0.3042
H -8.0840 -6.8115 -3.3828  0.2961
H -7.3803 -7.7994 -4.6621  0.3203
H -6.3595 -7.8017 -2.1224  0.3434
H -5.2741 -7.9520 -3.5333  0.3563
H -5.6924 -3.9167 -4.0645  0.4141
H -7.0788 -4.3581 -3.0231  0.3782

Total energy = -5020.05795 hartree
E_LUMO = -4.643 eV
Net charge = +1
Kohn-Sham gap = 6.16 eV